# 1
A structure of composition C39H29BBr2IrN10O5 at a distorted geometry, computed with ωB97M-V with the def2-TZVPD basis set.

Last column: Mulliken charge in e.
Geometry (Å):
Ir  -0.6061  -0.1293  0.2362  1.2144
Br  -6.9542  -2.2199  -0.6311  -0.0697
C  -5.1571  -1.7699  -0.4547  -0.1543
C  -4.3581  -1.6061  -1.5841  -0.8583
C  -3.0405  -1.2433  -1.3998  -0.0499
N  -2.5100  -1.0626  -0.1826  -0.0728
C  -3.2693  -1.2688  0.9097  0.7056
C  -4.6075  -1.6042  0.8113  -0.6025
C  -2.5387  -1.1500  2.1988  0.7303
C  -3.1270  -1.4866  3.4003  -0.7197
C  -2.3884  -1.3674  4.5706  -0.3345
Br  -3.1648  -1.8002  6.2090  -0.0923
C  -1.0811  -0.9203  4.5002  -1.0744
C  -0.5585  -0.5980  3.2617  0.6882
N  -1.2589  -0.7060  2.1289  -0.1237
H  -4.7559  -1.7438  -2.5780  0.4597
H  -2.3804  -1.0847  -2.2410  0.4707
H  -5.2204  -1.7454  1.6871  0.4965
H  -4.1437  -1.8413  3.4435  0.4389
H  -0.4718  -0.8267  5.3854  0.5579
H  0.4530  -0.2450  3.1627  -0.0521
C  -0.3881  3.6500  -3.9811  -1.5594
N  -0.7681  2.6635  -2.9645  0.9313
C  -0.0668  1.6697  -2.4453  -0.2441
N  -0.8144  1.0134  -1.5542  0.1095
C  -1.9939  1.7095  -1.5826  -0.3857
N  -1.9979  2.7032  -2.4233  -0.9541
C  0.2147  4.8794  -3.3584  0.8101
C  -0.4286  6.1080  -3.4029  -0.7810
C  0.1712  7.2283  -2.8349  -0.7689
C  1.4041  7.1258  -2.2147  -0.7362
C  2.0477  5.8896  -2.1700  0.4537
C  1.4529  4.7775  -2.7434  0.3479
C  3.3555  5.7547  -1.5325  0.0278
N  4.0795  6.6421  -0.9578  -0.4836
N  5.2272  5.9767  -0.5176  -0.4620
C  5.0813  4.7520  -0.8658  -0.0251
O  3.9146  4.5176  -1.5147  -0.1497
C  5.9671  3.6115  -0.6368  0.2740
C  7.1721  3.7817  0.0388  -0.5916
C  7.9822  2.6840  0.2697  -0.8403
C  7.5852  1.4171  -0.1424  -0.7222
C  6.3785  1.2479  -0.8110  0.7588
C  5.9449  -0.1387  -1.2186  -1.2855
N  4.4892  -0.2979  -1.0828  0.7910
C  3.7749  -0.4245  0.0197  -0.4849
N  2.4834  -0.4123  -0.3387  0.3355
C  2.4782  -0.2906  -1.6907  -0.8511
N  3.6849  -0.1977  -2.1785  -0.9416
C  5.5820  2.3508  -1.0804  0.0568
H  -1.3002  3.8790  -4.5277  0.4296
H  0.3148  3.1657  -4.6606  0.3725
H  0.9435  1.4606  -2.7342  0.1403
H  -2.8452  1.4633  -0.9747  0.5792
H  -1.3934  6.1974  -3.8823  0.4332
H  -0.3269  8.1857  -2.8836  0.4512
H  1.8817  7.9889  -1.7737  0.5766
H  1.9805  3.8321  -2.7281  0.4332
H  7.4565  4.7679  0.3766  0.5763
H  8.9232  2.8096  0.7848  0.4410
H  8.2152  0.5622  0.0678  0.4650
H  6.4241  -0.8897  -0.5931  0.4951
H  6.1552  -0.3690  -2.2632  0.2868
H  4.1382  -0.5374  1.0255  0.7892
H  1.5764  -0.3265  -2.2682  1.0975
H  4.6471  2.2424  -1.6132  0.6989
O  1.7392  -0.8900  1.7002  -0.5460
C  1.3085  -0.5499  0.6203  0.0375
C  0.1172  4.3723  1.2047  -1.2268
C  0.2355  2.8981  1.3968  0.7829
O  -0.6667  2.1386  1.0529  -0.5039
H  -0.8449  4.6363  0.7714  0.3871
H  0.9325  4.7109  0.5546  0.1672
H  0.2530  4.8824  2.1603  0.4327
O  1.4685  1.7722  3.3756  -0.6269
B  1.5314  2.2965  2.1085  0.4548
O  2.7900  2.2544  1.5583  -0.0377
C  3.5730  1.6908  2.5609  0.8250
C  4.9265  1.4515  2.5543  -0.2977
C  5.4552  0.8925  3.7172  -0.7024
C  4.6542  0.6076  4.8202  -0.7623
C  3.2835  0.8592  4.8089  -1.0429
C  2.7780  1.3985  3.6512  0.3086
H  5.5487  1.7043  1.7076  0.4314
H  6.5153  0.6918  3.7679  0.4941
H  5.1067  0.1971  5.7108  0.4330
H  2.6539  0.6530  5.6617  0.5394

Properties
Lowest unoccupied orbital energy (alpha / beta) (eV): -5.813 / -6.299
Relative energy (zero: lowest compared OMol25 entry of this formula, charge and spin) (kJ/mol): 0.00
2S+1: 2
<S²>: 0.754
Charge: +2
Electronic energy (hartree): -7704.17895
Strongest force on any atom (eV/A): 1.7
HOMO energy (alpha / beta) (Ha): -0.4795 / -0.4795



# 2
A cluster of 9 separate species, C27H73FNO13PS2 in total, computed with ωB97M-V with the def2-TZVPD basis set.

Last column: Mulliken charge in e.
Geometry (Å):
C  -2.8908  4.3865  1.2701  -1.1873
C  -3.7301  3.6545  0.2243  -0.3529
C  -2.9066  2.8625  -0.7824  -0.3300
O  -2.9941  1.4160  -0.6698  -0.2541
N  -2.8419  0.9863  0.6671  0.1693
P  -1.1942  0.4690  0.9692  0.6772
O  -1.3868  -0.7902  1.9200  -0.5347
O  -0.7351  -0.1780  -0.3795  -0.5563
S  -0.1152  1.8755  1.6670  -0.3135
S  -4.1770  0.0520  1.0324  1.0935
O  -5.3312  0.7509  0.6118  -0.5779
O  -3.9948  -1.3277  0.7819  -0.5812
F  -4.0586  0.2361  2.5850  -0.1528
H  -3.4833  5.1734  1.7372  0.3888
H  -2.0199  4.8570  0.8151  0.3199
H  -2.5585  3.7112  2.0589  0.2344
H  -4.4601  3.0009  0.6995  0.0896
H  -4.3105  4.3915  -0.3360  0.4348
H  -3.2382  3.0465  -1.8056  0.3623
H  -1.8445  3.1206  -0.7197  0.3331
H  -1.1166  -0.5388  2.8160  0.3625
H  -1.0554  0.2860  -1.1954  0.3397
C  -5.9975  -0.8013  6.3750  -1.0792
C  -6.6033  0.5564  6.0606  0.4822
C  -7.7131  0.4508  5.0275  -1.2897
O  -5.5977  1.4735  5.6315  -0.5499
H  -5.5495  -1.2365  5.4767  0.4204
H  -5.2121  -0.7046  7.1261  0.2867
H  -6.7586  -1.4881  6.7487  0.2315
H  -7.0045  0.9944  6.9769  0.2186
H  -7.3171  0.0516  4.0889  0.2563
H  -8.1399  1.4326  4.8235  0.3346
H  -8.5073  -0.2129  5.3720  0.3800
H  -5.2142  1.1311  4.8157  0.3027
C  -1.5368  8.2073  3.1892  -1.2501
C  -1.0911  8.3267  1.7408  0.4692
C  -0.9014  9.7750  1.3205  -1.3311
O  -2.0114  7.6638  0.8754  -0.5009
H  -2.4991  8.7085  3.3300  0.3333
H  -1.6563  7.1600  3.4663  0.2816
H  -0.8140  8.6671  3.8646  0.3969
H  -0.1531  7.7845  1.6054  0.2383
H  -1.8457  10.3201  1.4100  0.3532
H  -0.5739  9.8317  0.2828  0.3164
H  -0.1619  10.2743  1.9481  0.3809
H  -2.8649  8.1046  0.9532  0.3193
C  -7.5242  -2.6124  11.0825  -1.4491
C  -7.3258  -1.7254  9.8645  0.5782
C  -6.6450  -0.4138  10.2214  -1.1362
O  -8.5659  -1.4828  9.2005  -0.5353
H  -8.1643  -2.1108  11.8141  0.3616
H  -8.0048  -3.5486  10.7991  0.3490
H  -6.5723  -2.8398  11.5639  0.3651
H  -6.7186  -2.2545  9.1271  0.2303
H  -7.2604  0.1503  10.9283  0.3897
H  -6.5055  0.1991  9.3307  0.1553
H  -5.6707  -0.5854  10.6812  0.3589
H  -9.1430  -1.0122  9.8122  0.3376
C  2.5369  1.9054  -1.1942  -0.4730
C  2.1475  3.1190  -2.0193  1.0686
C  3.1983  3.4515  -3.0673  -1.4940
O  1.8931  4.2486  -1.1823  -0.5548
H  3.4704  2.0915  -0.6539  0.4763
H  1.7610  1.6725  -0.4671  -0.0479
H  2.6875  1.0345  -1.8357  -0.1422
H  1.1922  2.9224  -2.5112  -0.2184
H  4.1499  3.6897  -2.5830  0.4085
H  2.8926  4.3166  -3.6565  0.3531
H  3.3666  2.6078  -3.7390  0.3040
H  2.7090  4.4545  -0.7128  0.3411
C  -0.5521  0.9055  -5.1622  -1.4962
C  -0.9287  0.1954  -3.8753  0.7761
C  -2.2761  -0.4998  -3.9684  -1.4227
O  -0.9146  1.1223  -2.7753  -0.1964
H  -1.2929  1.6743  -5.4009  0.4875
H  0.4199  1.3898  -5.0636  0.2552
H  -0.5103  0.2046  -5.9961  0.4207
H  -0.1569  -0.5348  -3.6243  0.0020
H  -3.0656  0.2294  -4.1723  0.3050
H  -2.5205  -1.0076  -3.0345  0.3144
H  -2.2794  -1.2374  -4.7712  0.4549
H  -1.5784  1.8011  -2.9485  0.1279
C  4.4138  -2.9458  -3.5484  -1.5036
C  3.6848  -1.6281  -3.7391  0.8875
C  2.3913  -1.8039  -4.5208  -1.2248
O  4.5269  -0.6674  -4.3788  -0.5761
H  4.6886  -3.3828  -4.5113  0.2741
H  5.3307  -2.7962  -2.9775  0.3526
H  3.7912  -3.6713  -3.0224  0.3313
H  3.4550  -1.1895  -2.7655  0.1181
H  2.6040  -2.2018  -5.5172  0.3940
H  1.8851  -0.8444  -4.6400  0.1536
H  1.7165  -2.4975  -4.0159  0.3882
H  4.7579  -1.0157  -5.2473  0.3600
C  5.9364  -6.4471  -2.3626  -0.9059
C  5.2339  -6.8969  -3.6306  0.4360
C  5.6528  -8.3008  -4.0382  -1.3213
O  5.5022  -5.9604  -4.6728  -0.4939
H  7.0122  -6.4378  -2.5516  0.1663
H  5.6356  -5.4318  -2.1036  0.1675
H  5.7425  -7.0939  -1.5055  0.4131
H  4.1498  -6.8715  -3.4981  0.3181
H  6.7315  -8.3318  -4.2194  0.2476
H  5.1475  -8.6016  -4.9560  0.3202
H  5.4201  -9.0257  -3.2566  0.3915
H  6.4635  -5.9093  -4.7809  0.3298
C  9.0487  -4.9116  -6.6636  -1.2742
C  9.3268  -4.6737  -5.1891  0.3601
C  10.8054  -4.7797  -4.8597  -1.3473
O  8.5670  -5.5802  -4.3805  -0.4816
H  9.3698  -5.9169  -6.9516  0.3177
H  7.9825  -4.8228  -6.8735  0.3223
H  9.5856  -4.1943  -7.2852  0.4110
H  8.9602  -3.6858  -4.9050  0.2502
H  11.1748  -5.7814  -5.0979  0.3584
H  10.9756  -4.5986  -3.7989  0.3242
H  11.3873  -4.0590  -5.4349  0.3967
H  8.8608  -6.4761  -4.5874  0.3179

Properties
Lowest unoccupied orbital energy (eV): 0.575
Relative energy (zero: lowest compared OMol25 entry of this formula, charge and spin) (kJ/mol): 0.00
SMILES: CCCON(P(O)(O)=S)S(=O)(=O)F.CC(C)O.CC(C)O.CC(C)O.CC(C)O.CC(C)O.CC(C)O.CC(C)O.CC(C)O
Charge: 0
Electronic energy (hartree): -3343.00966
Strongest force on any atom (eV/A): 0.5
HOMO energy (Ha): -0.3380



# 3
The molecule C6H11NO4S at a distorted geometry, computed with ωB97M-V with the def2-TZVPD basis set.

Last column: natural (NBO) charge in e.
Geometry (Å):
C  0.8431  -0.3272  -0.6108  -0.5204
C  0.9533  -1.6336  -0.0517  0.6062
C  -1.7639  -0.2141  -0.3477  -0.6540
C  -0.5377  1.6029  -1.4199  -0.6408
C  -0.1597  0.7087  2.0697  -0.2785
C  -0.4394  0.5446  -0.4377  0.2531
N  0.2220  -2.6248  -0.5127  -0.7869
O  1.7461  -1.8335  0.7766  -0.6016
O  2.3712  1.9049  -0.2317  -0.8244
O  3.4460  -0.1467  -0.5768  -0.8333
O  -0.2110  1.3182  0.8217  -0.5592
S  2.2391  0.4687  -0.1785  2.1338
H  -2.5408  0.4176  0.1310  0.2444
H  -1.6231  -1.1111  0.3374  0.2059
H  -2.2225  -0.5728  -1.1860  0.2224
H  -1.1897  2.4483  -1.1086  0.2380
H  -0.7019  1.1909  -2.3361  0.2123
H  0.4121  2.1564  -1.4833  0.2411
H  0.0423  1.5522  2.7899  0.2111
H  0.6840  -0.1220  2.3293  0.1797
H  -1.1625  0.2140  2.2332  0.1681
H  -0.6566  -2.4400  -0.9154  0.3816
H  0.2497  -3.5018  -0.0922  0.4013

Properties
Lowest unoccupied orbital energy (alpha / beta) (eV): -1.499 / -1.500
Relative energy (zero: lowest compared OMol25 entry of this formula, charge and spin) (kJ/mol): 480.77
SMILES: COC(C)(C)C(C(N)=O)=S(=O)=O
Charge: 0
Electronic energy (hartree): -988.97282
Strongest force on any atom (eV/A): 6.5
HOMO energy (alpha / beta) (Ha): -0.3441 / -0.3440